(1)
# C28H91F6N3O47P7S6Ti2

A structure of composition C28H91F6N3O47P7S6Ti2 in a non-equilibrium geometry (ωB97M-V/def2-TZVPD, OMol25).

Each line ends with the Löwdin spin population.
Positions of all 190 atoms, in Å:
Ti 14.7231 14.7527 -0.5817  2.59
Ti 17.5373 15.5740 -1.0872  2.29
N 16.6889 14.2589 0.4982  0.15
S 17.2219 12.6518 0.3651  0.12
O 16.7580 11.6064 1.2332  0.07
O 18.5675 12.6529 -0.1354  0.06
F 16.4206 12.3450 -1.0678  0.04
S 16.9980 14.3474 2.0024  0.06
O 18.3596 14.3570 2.4131  0.03
O 16.0287 13.6763 2.8038  0.02
F 16.7505 15.9269 2.0828  0.03
N 15.6696 16.0386 -2.3303  0.11
S 15.4653 15.3027 -3.8795  0.04
O 16.4317 15.5864 -4.9432  0.02
O 14.1023 15.0547 -4.3150  0.02
F 15.8820 13.8182 -3.2785  0.03
S 15.7869 17.4967 -2.8901  0.02
O 14.9888 18.0233 -3.9711  0.02
O 17.1870 17.9819 -2.7172  0.01
F 15.1541 18.0533 -1.4977  0.02
N 12.5182 15.1569 -0.3532  0.05
S 11.9917 16.1834 0.9752  0.02
O 10.5803 16.1441 1.3674  0.01
O 12.8465 17.4151 1.0568  0.02
F 12.6476 15.3254 2.1599  0.01
S 11.4974 15.7678 -1.2494  0.01
O 11.5220 17.2007 -1.5585  0.00
O 10.2050 15.1360 -1.2252  0.00
F 12.1004 15.1516 -2.5806  0.01
C 19.4676 10.0474 3.4937  0.00
O 18.5374 9.1335 3.7898  0.00
H 19.8938 10.4045 4.4312  0.00
H 20.2945 9.7074 2.8702  0.00
H 19.0976 10.9043 2.9308  0.00
H 17.6514 9.3812 3.5153  0.00
C 15.2172 10.8873 4.0922  0.00
O 16.1168 10.1374 3.2508  0.00
H 14.3263 11.1475 3.5206  0.00
H 14.9552 10.2856 4.9625  0.00
H 15.7378 11.7507 4.5064  0.00
H 16.3819 10.7391 2.5513  0.00
C 12.2597 12.1954 1.3147  0.01
O 12.1440 12.5287 -0.0199  0.02
H 11.7030 12.6678 2.1240  0.00
H 12.2818 11.1298 1.5426  0.00
H 13.2219 12.6201 1.6008  0.01
H 12.3498 13.4660 -0.0456  0.01
C 17.8834 13.3394 5.8697  0.00
O 17.2564 14.6104 5.9384  0.00
H 18.3771 13.2431 4.9027  0.00
H 18.6232 13.1074 6.6358  0.00
H 17.1728 12.5298 6.0358  0.00
H 17.3063 14.8628 6.8633  0.00
C 17.5305 18.2857 0.5284  0.02
O 18.6206 17.4873 0.0476  0.02
H 17.7981 18.4014 1.5788  0.00
H 17.5130 19.2278 -0.0195  0.00
H 16.5501 17.8096 0.5395  0.01
H 19.3816 17.5565 0.6286  0.00
C 21.8907 16.2872 2.9188  0.00
O 21.8106 17.6973 3.4013  0.00
H 22.7525 16.1150 2.2740  0.00
H 22.0322 15.6286 3.7757  0.00
H 21.0934 16.0487 2.2149  0.00
H 21.1107 17.7544 4.0559  0.00
C 21.9777 12.3572 2.8759  0.00
O 22.7804 11.3041 3.4184  0.00
H 21.3696 12.0900 2.0116  0.00
H 21.2977 12.6713 3.6677  0.00
H 22.6132 13.2398 2.8031  0.00
H 22.9830 10.6890 2.7098  0.00
C 11.9343 7.0876 -3.5828  0.00
O 11.6960 8.4472 -3.9528  0.00
P 12.5910 9.0528 -5.1185  0.00
O 12.7886 8.1296 -6.2959  0.00
O 12.0043 10.5444 -5.4030  0.00
C 12.7948 11.4706 -6.1180  0.00
O 13.9717 9.2826 -4.3092  0.00
C 14.0374 10.0460 -3.0511  0.00
H 12.6749 7.1101 -2.7834  0.00
H 12.3693 6.3447 -4.2514  0.00
H 11.0153 6.6152 -3.2359  0.00
H 13.8730 11.4310 -5.9627  0.00
H 12.4788 12.3809 -5.6085  0.00
H 12.5839 11.4931 -7.1871  0.00
H 14.6990 9.5043 -2.3752  0.00
H 13.0404 10.3363 -2.7195  0.00
H 14.5421 10.9805 -3.2961  0.00
C 20.3665 10.6646 -2.0837  0.00
O 19.8813 9.3388 -2.2578  0.00
P 20.3910 8.5036 -3.5174  0.00
O 21.8076 8.6880 -3.9129  0.00
O 19.8198 7.0589 -3.1694  0.00
C 20.6855 5.9254 -3.1453  0.00
O 19.3113 9.0134 -4.7264  0.00
C 17.9040 9.0231 -4.4958  0.00
H 21.1551 10.8253 -2.8189  0.00
H 20.6269 10.7317 -1.0274  0.00
H 19.4760 11.2452 -2.3242  0.00
H 21.5596 6.2472 -2.5792  0.00
H 21.1190 5.6044 -4.0925  0.00
H 20.2961 5.0519 -2.6222  0.00
H 17.6020 9.1476 -3.4559  0.00
H 17.7998 7.9658 -4.7393  0.00
H 17.2904 9.7369 -5.0453  0.00
C 14.0109 5.1339 0.5932  0.00
O 14.8826 6.0385 0.0457  0.00
P 16.2076 5.6778 -0.8655  0.00
O 15.8760 4.8458 -2.0491  0.00
O 17.2466 4.9746 0.0893  0.00
C 18.5791 4.5847 -0.3516  0.00
O 16.7989 7.1680 -1.2344  0.00
C 16.6383 8.2576 -0.2601  0.00
H 12.9917 5.2460 0.2234  0.00
H 14.0414 5.2240 1.6790  0.00
H 14.3697 4.1168 0.4352  0.00
H 18.5819 3.5788 -0.7714  0.00
H 19.2672 4.5086 0.4904  0.00
H 19.0407 5.4184 -0.8807  0.00
H 15.8472 8.0181 0.4505  0.00
H 16.5403 9.1837 -0.8266  0.00
H 17.5563 8.2826 0.3270  0.00
C 21.8228 14.7901 -5.4602  0.00
O 20.6690 15.1471 -4.6856  0.00
P 19.9627 14.0712 -3.6996  0.00
O 18.8977 14.8073 -2.9400  0.02
O 19.4323 12.9185 -4.6814  0.00
C 18.4795 13.0950 -5.6598  0.00
O 21.1664 13.4862 -2.8692  0.00
C 21.6352 14.0911 -1.6247  0.00
H 22.1482 13.7514 -5.5182  0.00
H 22.6750 15.4314 -5.2356  0.00
H 21.5632 15.2398 -6.4186  0.00
H 18.4384 14.1040 -6.0699  0.00
H 17.5186 12.8258 -5.2212  0.00
H 18.6307 12.4223 -6.5041  0.00
H 20.9026 14.5635 -0.9704  0.00
H 22.3950 14.8341 -1.8674  0.00
H 22.1676 13.3640 -1.0116  0.00
C 17.1856 23.6894 1.4378  0.00
O 16.2545 23.3182 2.4542  0.00
P 15.8836 21.7840 2.7090  0.00
O 16.9760 20.8100 2.5886  0.00
O 15.0026 21.7944 4.0983  0.00
C 15.7119 22.1978 5.2659  0.00
O 14.8063 21.5511 1.4977  0.00
C 13.9382 20.4176 1.6582  0.00
H 17.6168 24.6487 1.7236  0.00
H 16.8273 23.9087 0.4320  0.00
H 18.0433 23.0194 1.3771  0.00
H 16.4469 21.4790 5.6282  0.00
H 15.0778 22.3964 6.1299  0.00
H 16.2362 23.1533 5.2742  0.00
H 14.3108 19.8131 2.4852  0.00
H 14.0118 19.7019 0.8395  0.00
H 12.9561 20.8889 1.6977  0.00
C 19.6704 21.8039 5.0362  0.00
O 18.6689 20.7905 5.2766  0.00
P 18.9693 19.4410 6.0174  0.00
O 19.9626 18.5750 5.3690  0.00
O 19.4132 20.0091 7.5233  0.00
C 20.1343 19.2107 8.4336  0.00
O 17.4606 18.8772 6.3092  0.00
C 16.6313 18.2883 5.3157  0.00
H 20.6883 21.4409 5.1787  0.00
H 19.4068 22.7206 5.5637  0.00
H 19.6082 21.9742 3.9614  0.00
H 20.7759 19.9036 8.9780  0.00
H 20.7899 18.4359 8.0362  0.00
H 19.4021 18.7486 9.0957  0.00
H 17.1298 18.2212 4.3487  0.00
H 15.7271 18.8792 5.1697  0.00
H 16.4953 17.2573 5.6425  0.00
C 20.9564 17.4300 -1.9705  0.00
O 22.2106 18.0417 -1.8464  0.00
P 23.4607 17.8161 -2.8568  0.00
O 24.0212 16.4376 -2.9008  0.00
O 22.9713 18.4954 -4.2224  0.00
C 24.0543 19.0488 -5.0858  0.00
O 24.4976 18.8824 -2.2858  0.00
C 25.4721 18.4487 -1.3607  0.00
H 20.0542 18.0244 -2.1153  0.00
H 20.7517 16.8295 -1.0842  0.00
H 20.9638 16.5634 -2.6316  0.00
H 24.2281 20.1152 -4.9415  0.00
H 23.5861 18.8709 -6.0539  0.00
H 24.9637 18.4523 -5.0137  0.00
H 26.4149 18.3052 -1.8885  0.00
H 25.0944 17.6575 -0.7130  0.00
H 25.7322 19.2441 -0.6623  0.00

Calculated values
Energy = -323786.6943 eV
Charge = -1
HOMO energy (alpha / beta) = -0.1414 / -0.2859 hartree
HOMO-LUMO gap (alpha / beta) = 5.48 / 9.21 eV
M = 1841.0 Da
Multiplicity = 7



(2)
# C28H9AuCl2F15GeN2OS

A structure of composition C28H9AuCl2F15GeN2OS (ωB97M-V/def2-TZVPD, OMol25).

Each line ends with the natural charge from an NBO analysis.
Positions of all 60 atoms, in Å:
Au 1.8320 -0.0349 1.8752  1.23
O 3.6498 -0.4186 1.0702  -0.78
C 3.7008 -0.4044 -0.2709  0.34
C 4.4139 -1.4107 -0.9298  -0.27
C 4.5248 -1.4076 -2.3051  -0.14
C 3.9215 -0.4145 -3.0759  -0.24
C 3.2168 0.5869 -2.4463  -0.16
C 3.1099 0.6076 -1.0515  -0.17
C 2.4063 1.6876 -0.3839  0.42
N 1.7417 1.6040 0.7693  -0.52
C 1.2587 2.8543 1.1132  -0.07
C 1.6360 3.7109 0.1399  -0.06
N 2.3300 2.9620 -0.7916  -0.48
H 4.8807 -2.1837 -0.3343  0.23
H 5.0818 -2.1977 -2.7915  0.23
H 3.9977 -0.4360 -4.1535  0.23
H 2.7151 1.3523 -3.0272  0.22
H 0.6856 3.0150 2.0074  0.26
H 1.4622 4.7649 0.0183  0.26
H 2.7867 3.3154 -1.6175  0.45
F -2.7509 -0.7406 -1.7370  -0.30
C -1.7437 -1.6103 -1.5683  0.41
C -0.9706 -1.5240 -0.4193  -0.59
C 0.0449 -2.4509 -0.3019  0.40
F 0.8338 -2.4653 0.7905  -0.33
C 0.3127 -3.3974 -1.2739  0.25
F 1.3129 -4.2592 -1.1183  -0.28
C -0.4735 -3.4412 -2.4124  0.32
F -0.2308 -4.3400 -3.3504  -0.26
C -1.5177 -2.5409 -2.5628  0.26
F -2.2772 -2.5775 -3.6485  -0.27
Ge -1.5174 -0.1130 0.8282  1.42
S -0.3178 0.2108 2.6922  -0.52
C -3.2917 -0.6294 1.4373  -0.60
C -4.4730 -0.0376 1.0157  0.42
F -4.4535 0.9727 0.1411  -0.31
C -5.7095 -0.4776 1.4524  0.25
F -6.8232 0.1086 1.0331  -0.27
C -5.7798 -1.5482 2.3301  0.32
F -6.9555 -1.9788 2.7524  -0.26
C -4.6196 -2.1783 2.7526  0.25
F -4.6862 -3.2172 3.5758  -0.27
C -3.4028 -1.7125 2.2944  0.41
F -2.2922 -2.3569 2.6840  -0.31
C -1.5134 1.6009 -0.1213  -0.59
C -0.8675 1.8215 -1.3253  0.40
F -0.1842 0.8350 -1.9317  -0.32
C -0.8506 3.0593 -1.9390  0.24
F -0.1786 3.2434 -3.0767  -0.29
C -1.4988 4.1252 -1.3395  0.31
F -1.4669 5.3211 -1.9075  -0.27
C -2.1479 3.9465 -0.1281  0.25
F -2.7552 4.9706 0.4563  -0.27
C -2.1355 2.6940 0.4588  0.42
F -2.7506 2.5484 1.6370  -0.30
Cl 4.5196 -0.6287 4.4260  0.06
C 3.8840 -1.9932 3.5579  -0.39
Cl 2.0774 -1.8553 3.3678  0.12
H 4.0179 -2.9148 4.1132  0.25
H 4.2805 -2.0220 2.5506  0.27

Calculated values
Energy = -171052.0154 eV
Charge = +1
HOMO energy = -0.4280 hartree
HOMO-LUMO gap = 6.56 eV
M = 1046.9 Da
ΔE to the lowest compared entry with this formula, charge and spin = 0.0209 eV